An isolated molecule of C3H3N3 at a distorted geometry. Source: OMol25; level of theory: ωB97M-V/def2-TZVPD.

XYZ file:
```
9
C3H3N3 (ωB97M-V/def2-TZVPD)
N -1.68872 2.01370 0.56486
C -0.94865 1.12754 0.53260
C -0.02412 0.00530 0.46462
N 1.07513 0.30728 -0.40038
C -0.53062 -1.25833 -0.22348
N -0.93289 -2.24609 -0.67817
H 0.35651 -0.23176 1.45797
H 1.85359 -0.30459 -0.38291
H 0.82480 0.57558 -1.33199
```

Summary:
ΔE to the lowest compared entry with this formula, charge and spin = 1.3208 eV
spin multiplicity = 1
largest force on an atom = 2.80 eV/Å
gap between HOMO and LUMO = 10.92 eV
total charge = 0
structure (SMILES) = N#CC(N)C#N
LUMO = 0.014 Ha
DFT total energy = -280.33224 Eh
E_HOMO = -0.38709 hartree